The following is a DFT calculation (ωB97M-V/def2-TZVPD) of a cluster of 2 separate species, C14H24N in total.

Positions of all 39 atoms, in Å:
1 C -1.9137 -0.3900 -1.6893
2 C -0.7148 0.4660 -1.7704
3 C 0.6176 0.0912 -1.6954
4 C 1.6185 1.1309 -1.6817
5 C 1.2437 2.5751 -1.6628
6 C 2.9511 0.7975 -1.6589
7 C 3.3813 -0.5234 -1.6445
8 C 4.8335 -0.8435 -1.6512
9 C 2.4288 -1.5356 -1.6285
10 C 1.0758 -1.2795 -1.6440
11 C 0.1569 -2.4545 -1.6524
12 H -2.8281 0.2073 -1.6443
13 H -2.0032 -1.0443 -2.5579
14 H -1.8963 -1.0022 -0.7873
15 H -0.9125 1.5176 -1.8977
16 H 2.1282 3.2133 -1.6153
17 H 0.6908 2.8524 -2.5612
18 H 0.6292 2.8044 -0.7909
19 H 3.6912 1.5790 -1.6521
20 H 5.0020 -1.9228 -1.6571
21 H 5.3146 -0.4253 -2.5381
22 H 5.3245 -0.4305 -0.7673
23 H 2.7683 -2.5566 -1.6153
24 H 0.7104 -3.3958 -1.6625
25 H -0.4728 -2.4744 -0.7624
26 H -0.4721 -2.4527 -2.5431
27 C -3.4602 1.4111 4.5043
28 C -2.8722 0.1448 3.9009
29 C -2.0028 0.4173 2.6759
30 N -1.4221 -0.7919 2.1070
31 H -4.0776 1.1992 5.3814
32 H -2.6738 2.1022 4.8163
33 H -4.0872 1.9387 3.7821
34 H -2.2746 -0.3904 4.6493
35 H -3.6748 -0.5513 3.6266
36 H -2.5883 0.9529 1.9159
37 H -1.1880 1.0972 2.9549
38 H -2.1490 -1.4475 1.8433
39 H -0.8825 -0.5858 1.2732

- Kohn-Sham gap (eV) = 6.0519
- energy relative to the best compared isomer or geometry (same formula, charge and spin) (kcal per mole) = 0.00
- net charge = +1
- spin multiplicity = 1

These are the natural (NBO) partial charges, in e, on atoms 1 to 8: number 1, C, carries -0.71; number 2, C, carries 0.18; number 3, C, carries -0.21; number 4, C, carries 0.18; number 5, C, carries -0.67; number 6, C, carries -0.28; number 7, C, carries 0.22; number 8, C, carries -0.67